#P
DFT (ωB97M-V/def2-TZVPD) results for the molecule C3H6S2.

Structure (XYZ):
```
11
Properties=species:S:1:pos:R:3
S -1.948 0.919 -1.270
S 0.720 0.498 2.074
C 0.098 0.229 0.442
C -0.912 0.993 0.146
C 0.778 -0.798 -0.280
H 1.947 -0.127 1.703
H -1.314 1.824 0.822
H 0.084 -1.018 -1.176
H 0.781 -1.736 0.313
H 1.848 -0.555 -0.364
H -1.570 -0.298 -1.519
```

Results
- SMILES = C/C(S)=C\S
- lowest unoccupied orbital energy (eV) = 0.77
- Kohn-Sham gap (eV) = 8.87

---

#Q
DFT (ωB97M-V/def2-TZVPD) results for a cluster of 2 separate species, C3H6S2 in total.

Structure (XYZ):
```
11
Properties=species:S:1:pos:R:3
S 1.591 -3.767 0.430
S -1.127 -1.463 -1.283
C -1.155 2.135 0.435
C -0.794 -0.190 -0.357
C -1.385 1.189 -0.451
H 0.521 -4.012 1.405
H -0.593 2.049 1.295
H 1.297 -4.880 -0.240
H -1.371 3.232 0.397
H -2.062 1.440 -1.237
H -0.145 -0.253 0.539
```

Results
- SMILES = C=CC=S.S
- lowest unoccupied orbital energy (eV) = -0.61
- Kohn-Sham gap (eV) = 8.01

---

Taking the most stable structure as the zero point, the relative energies in hartree are #P 0.0000; #Q 0.0251.

---

#P
DFT (ωB97M-V/def2-TZVPD) results for the molecule C5H8N2.

Structure (XYZ):
```
15
Properties=species:S:1:pos:R:3
N -0.837 1.381 0.149
N -1.155 0.136 -0.224
C 0.486 1.381 0.218
C -0.061 -0.650 -0.389
C 1.040 0.119 -0.082
C 2.445 -0.302 0.217
C -2.539 -0.279 -0.180
H -2.591 -1.363 -0.298
H -0.156 -1.675 -0.728
H 2.607 -1.365 0.020
H -2.956 -0.008 0.793
H 2.607 -0.142 1.289
H 1.021 2.281 0.498
H 3.207 0.276 -0.316
H -3.117 0.209 -0.967
```

Results
- SMILES = Cc1cnn(C)c1
- lowest unoccupied orbital energy (eV) = 1.00
- Kohn-Sham gap (eV) = 9.79

---

#Q
DFT (ωB97M-V/def2-TZVPD) results for the molecule C5H8N2.

Structure (XYZ):
```
15
Properties=species:S:1:pos:R:3
N -0.682 0.185 0.778
N -0.447 -0.994 0.215
C 0.032 1.038 0.039
C -0.077 2.504 0.245
C 0.364 -0.906 -0.886
C 0.789 0.387 -0.955
C -0.376 -2.322 0.751
H 0.369 -2.455 1.533
H -0.930 2.911 -0.312
H 0.828 3.008 -0.103
H -0.228 2.710 1.304
H 1.485 0.805 -1.663
H -1.361 -2.665 1.160
H 0.088 -1.548 -1.713
H 0.381 -2.548 -0.163
```

Results
- SMILES = Cc1ccn(C)n1
- lowest unoccupied orbital energy (eV) = 1.02
- Kohn-Sham gap (eV) = 9.89

---

#R
DFT (ωB97M-V/def2-TZVPD) results for a structure of composition C5H8N2.

Structure (XYZ):
```
15
Properties=species:S:1:pos:R:3
N 0.375 0.689 0.867
N 1.493 -1.103 -1.835
C 1.707 0.500 0.295
C -0.527 1.300 -0.111
C -0.443 -0.171 -0.009
C 1.327 -0.433 -0.838
C -1.513 -1.044 0.581
H 0.276 -0.908 -1.323
H -0.090 1.800 -0.978
H -1.362 1.831 0.340
H 2.367 -0.021 0.998
H -1.089 -1.960 1.007
H -2.038 -0.511 1.385
H -2.252 -1.330 -0.175
H 2.193 1.424 -0.045
```

Results
- lowest unoccupied orbital energy (eV) = 1.04
- Kohn-Sham gap (eV) = 9.39

---

Taking the most stable structure as the zero point, the relative energies in hartree are #P 0.0000; #Q 0.0787; #R 0.1973.

---

#P
DFT (ωB97M-V/def2-TZVPD) results for the molecule C5H8N2.

Structure (XYZ):
```
15
Properties=species:S:1:pos:R:3
N 1.284 1.023 0.737
N 0.207 -0.491 -0.695
C 0.149 0.910 -0.132
C 1.837 -0.153 0.761
C -0.864 -1.011 -1.253
C -1.160 0.971 0.657
C 1.275 -1.103 -0.134
H 2.670 -0.368 1.425
H -2.043 0.826 0.021
H -1.159 0.174 1.409
H 1.623 -2.083 -0.437
H -1.182 -1.964 -0.867
H -1.234 1.936 1.153
H -1.567 -0.323 -1.701
H 0.164 1.654 -0.942
```

Results
- lowest unoccupied orbital energy (spin up / spin down) (eV) = 0.27 / 0.32
- Kohn-Sham gap (spin up / spin down) (eV) = 7.40 / 7.42

---

#Q
DFT (ωB97M-V/def2-TZVPD) results for the molecule C5H8N2.

Structure (XYZ):
```
15
Properties=species:S:1:pos:R:3
N -1.148 1.262 -0.382
N 0.621 1.415 -1.690
C -0.569 1.965 -1.321
C -0.706 -0.950 0.730
C 0.368 -1.387 1.724
C -0.330 0.194 -0.153
C 0.823 0.311 -0.886
H 1.025 1.615 -2.589
H -1.615 -0.756 1.293
H -0.005 -2.242 2.287
H -0.927 -1.783 0.061
H 1.340 -1.561 1.283
H -0.828 2.965 -1.627
H 0.434 -0.604 2.483
H 1.516 -0.445 -1.212
```

Results
- SMILES = CCc1c[nH]cn1
- lowest unoccupied orbital energy (eV) = 0.97
- Kohn-Sham gap (eV) = 9.53

---

Taking the most stable structure as the zero point, the relative energies in hartree are #P 0.0853; #Q 0.0000.